Density functional theory data (the ωB97M-V functional and the def2-TZVPD basis) for a 9-piece molecular cluster, C38H100N10O15 overall in a non-equilibrium geometry.

XYZ file:
```
163
Properties=species:S:1:pos:R:3:lowdin_charge:R:1
C 0.1773 -1.3642 3.3784 -0.11
O -1.0433 -2.0345 3.1135 -0.20
C -2.1394 -1.5629 3.8977 -0.22
C -2.2551 -2.3603 5.1860 -0.22
N -1.1809 -2.1521 6.1617 -0.05
C -1.4896 -2.8869 7.3853 -0.22
C -0.2506 -3.0914 8.2511 -0.22
O -0.5979 -3.8828 9.3751 -0.19
C 0.5250 -4.4233 10.0341 -0.12
H 0.2824 -0.9363 4.3739 0.09
H 0.4087 -0.6016 2.6273 0.07
H 0.9618 -2.1045 3.2016 0.09
H -3.0326 -1.6711 3.2824 0.11
H -1.9828 -0.5044 4.1297 0.12
H -2.4076 -3.4119 4.9114 0.12
H -3.1877 -2.0672 5.6800 0.12
H -0.3559 -2.6152 5.7838 0.10
H -2.0020 -3.8299 7.1608 0.12
H -2.2036 -2.3245 7.9969 0.12
H 0.2282 -2.1788 8.6079 0.13
H 0.4412 -3.6405 7.5980 0.12
H 1.3480 -4.6992 9.3729 0.09
H 0.2840 -5.3511 10.5634 0.08
H 0.7494 -3.7346 10.8570 0.09
C -6.0472 -6.6509 -2.6833 -0.14
O -4.9178 -5.8397 -2.6375 -0.18
C -5.2219 -4.5177 -2.1980 -0.23
C -4.1023 -3.5580 -2.0180 -0.20
N -3.0706 -3.9963 -1.0441 -0.01
C -2.1514 -2.8816 -0.8267 -0.23
C -0.8070 -3.3980 -0.3428 -0.22
O -0.2513 -4.1404 -1.4238 -0.20
C 1.0135 -4.6697 -1.0757 -0.12
H -6.7001 -6.3115 -3.5050 0.09
H -6.6958 -6.5970 -1.8001 0.09
H -5.7656 -7.6762 -2.9079 0.09
H -5.6444 -4.6700 -1.1903 0.12
H -6.0556 -4.1508 -2.8075 0.12
H -4.3976 -2.5507 -1.7255 0.10
H -3.6040 -3.4378 -2.9923 0.10
H -2.6060 -4.7714 -1.5042 0.11
H -2.4404 -2.2180 -0.0037 0.10
H -1.9289 -2.1771 -1.6373 0.10
H -0.9378 -3.9970 0.5635 0.12
H -0.1773 -2.5454 -0.0612 0.12
H 1.7728 -3.8787 -1.0552 0.08
H 1.3514 -5.5975 -1.5278 0.09
H 1.0405 -4.9077 0.0006 0.08
C 4.1427 -2.1465 5.5557 -0.09
O 3.9959 -0.7584 5.8653 -0.19
C 5.2159 -0.0769 5.8045 -0.27
C 5.0025 1.4107 6.1176 -0.22
N 4.2072 2.0085 5.0715 -0.05
C 3.8663 3.3985 5.3559 -0.21
C 2.8257 3.8303 4.3534 -0.23
O 1.8394 2.8747 3.9841 -0.20
C 1.5228 2.9255 2.5968 -0.10
H 4.7745 -2.6415 6.2936 0.09
H 4.5963 -2.2599 4.5675 0.09
H 3.1218 -2.5170 5.5276 0.08
H 5.6747 -0.1565 4.8101 0.12
H 6.0068 -0.4127 6.4931 0.12
H 6.0381 1.7354 6.2604 0.12
H 4.5603 1.5056 7.1205 0.12
H 3.3046 1.5620 4.9501 0.10
H 4.7088 4.0891 5.2563 0.12
H 3.4985 3.5205 6.3875 0.11
H 3.2061 4.3701 3.4812 0.12
H 2.2445 4.6512 4.8107 0.12
H 2.2439 2.4458 1.9398 0.08
H 1.2778 3.9497 2.3142 0.09
H 0.5921 2.3619 2.4969 0.07
C -3.1210 8.1774 1.9012 -0.14
O -3.9516 8.7138 0.9081 -0.19
C -3.1472 9.2088 -0.1824 -0.20
C -2.3258 8.2096 -0.9797 -0.22
N -3.2519 7.2484 -1.5695 -0.05
C -2.6167 6.0055 -2.0364 -0.19
C -2.6691 4.9023 -0.9583 -0.25
O -2.0519 5.3111 0.2199 -0.19
C -1.8624 4.2441 1.1204 -0.10
H -2.3852 8.9095 2.2628 0.09
H -2.5291 7.3127 1.5794 0.07
H -3.6350 7.7936 2.7847 0.09
H -2.5537 9.9852 0.3146 0.12
H -3.8742 9.7112 -0.8197 0.12
H -1.5154 7.7207 -0.4245 0.11
H -1.7468 8.7020 -1.7668 0.12
H -3.9290 6.9279 -0.8884 0.10
H -1.5537 6.1534 -2.2474 0.12
H -3.0344 5.6268 -2.9714 0.11
H -2.2297 4.0259 -1.4608 0.12
H -3.7073 4.5695 -0.8067 0.12
H -2.7479 3.6059 1.1825 0.09
H -1.5146 4.6302 2.0776 0.09
H -1.0350 3.5825 0.8305 0.07
C 8.5097 2.2791 -6.6713 -0.10
O 7.3604 2.4369 -5.8399 -0.20
C 7.3627 1.4848 -4.7940 -0.24
C 6.0954 1.7787 -3.9675 -0.21
N 5.9434 1.0283 -2.7294 -0.05
C 5.6496 -0.3953 -2.8962 -0.20
C 4.2753 -0.6947 -3.4711 -0.23
O 3.3694 -0.4643 -2.4223 -0.20
C 2.0414 -0.9138 -2.6532 -0.08
H 9.3589 2.7427 -6.1641 0.09
H 8.3153 2.8081 -7.6022 0.08
H 8.6499 1.2157 -6.8743 0.08
H 8.2306 1.6254 -4.1404 0.12
H 7.3939 0.4566 -5.1638 0.11
H 5.2624 1.6082 -4.6625 0.10
H 6.0643 2.8565 -3.8130 0.12
H 5.2694 1.4748 -2.1277 0.10
H 5.6346 -0.7765 -1.8686 0.12
H 6.5025 -0.9861 -3.2359 0.11
H 4.1887 -1.7419 -3.7954 0.12
H 4.0672 -0.0571 -4.3391 0.12
H 2.0311 -1.9996 -2.7664 0.07
H 1.7436 -0.4354 -3.5958 0.09
H 1.3950 -0.4970 -1.8836 0.08
C 2.6558 -4.1466 -5.6633 -0.10
O 1.5279 -3.3588 -5.3009 -0.22
C 0.4593 -4.0903 -4.6874 -0.19
C -0.5515 -3.0389 -4.2772 -0.23
N -1.2202 -2.4031 -5.3896 -0.02
C -2.0729 -1.3408 -4.9157 -0.23
C -3.0911 -0.8190 -5.9279 -0.20
O -2.5030 -0.1334 -7.0218 -0.19
C -1.7823 -0.8367 -8.0231 -0.12
H 3.0318 -3.7171 -6.5905 0.09
H 2.3369 -5.1554 -5.9458 0.08
H 3.3592 -4.1697 -4.8318 0.08
H 0.8850 -4.6959 -3.8830 0.11
H 0.0423 -4.8033 -5.4084 0.13
H -0.0657 -2.4051 -3.5203 0.10
H -1.3098 -3.5196 -3.6502 0.10
H -0.4663 -2.0246 -5.9588 0.10
H -1.5337 -0.5483 -4.3738 0.12
H -2.7653 -1.6913 -4.1394 0.10
H -3.7347 -0.1110 -5.4065 0.12
H -3.6798 -1.6460 -6.3343 0.12
H -1.8889 -1.9148 -8.1475 0.09
H -0.7301 -0.6295 -7.8056 0.08
H -2.0006 -0.3452 -8.9702 0.08
N -2.2370 0.7023 -1.1507 0.19
C -1.2394 0.8830 -0.2526 -0.64
N -1.5967 0.3877 0.9838 0.18
O -0.1051 1.3057 -0.4761 0.00
H -3.1341 0.4011 -0.8137 0.05
H -2.0384 0.9035 -2.1144 0.11
H -2.4393 -0.1479 1.0876 0.07
H -0.8966 0.2421 1.6840 0.05
N -6.8759 0.7478 -0.1669 0.17
C -5.8213 -0.0050 0.2310 -0.64
N -5.8087 -0.3170 1.5604 0.16
O -4.9454 -0.4180 -0.5321 -0.01
H -7.3777 1.2159 0.5639 0.10
H -7.0665 0.9093 -1.1363 0.11
H -5.2620 -1.0997 1.8696 0.10
H -6.4382 0.0355 2.2571 0.10
O 1.8380 3.2416 -0.5808 -0.08
H 0.9757 2.8500 -0.7976 -0.01
H 2.4416 2.4930 -0.5756 0.02
```

Summary:
SMILES: COCCNCCOC.COCCNCCOC.COCCNCCOC.COCCNCCOC.COCCNCCOC.COCCNCCOC.NC(N)=O.NC(N)=O.O
molecular weight: 937.27 g mol⁻¹
E_HOMO: -8.425 eV